(1)
The following is a DFT calculation (ωB97M-V/def2-TZVPD) of C24H18HgN3O4 as an isolated structure.

XYZ file:
```
50
Properties=species:S:1:pos:R:3:forces:R:3:nbo_charge:R:1
Hg -0.833455 0.450417 -0.389923 0.6333 0.0735 0.2289 1.6057
O -1.553435 -0.239177 -2.407380 -0.1531 -0.1289 -0.2417 -0.8028
C -1.189674 -1.349172 -2.926389 -0.0975 -0.0133 0.1183 0.4199
C -0.857011 -1.395620 -4.316233 0.0376 -0.0444 -0.0345 -0.3035
C -0.486961 -2.555453 -4.946468 -0.0059 -0.0211 0.0574 -0.1915
C -0.413054 -3.769998 -4.245705 0.0184 -0.0037 -0.0692 -0.3372
C -0.723939 -3.762413 -2.905151 -0.0050 0.0011 0.0217 -0.1601
C -1.117103 -2.602802 -2.222795 0.0563 0.0410 -0.0550 -0.1958
C -1.445040 -2.758434 -0.817124 -0.0441 -0.0593 -0.0044 0.1553
N -1.879766 -1.849356 -0.044965 -0.0617 0.0724 0.1147 -0.5105
C -2.185726 -2.166730 1.331960 0.0069 0.0219 0.0144 -0.2253
C -1.440977 -1.228860 2.286740 0.0453 0.0026 -0.0155 -0.2805
N -1.674151 0.137588 1.883009 -0.0838 -0.1568 -0.0531 -0.4949
C -2.014689 1.023587 2.717847 -0.0390 0.0783 0.0484 0.1456
C -2.291891 2.420789 2.418778 0.0158 0.0361 -0.0558 -0.2502
C -2.567339 3.250937 3.511368 -0.0094 0.0059 0.0212 -0.1489
C -2.864622 4.590376 3.381228 -0.0136 0.0492 0.0010 -0.3417
C -2.895689 5.132463 2.087420 0.0143 -0.0543 0.0215 -0.2117
C -2.639102 4.353915 0.987825 0.0044 0.0207 0.0288 -0.2665
C -2.320210 2.960502 1.082618 -0.0051 -0.1298 0.0475 0.4220
O -2.122569 2.297346 0.012053 -0.0740 0.0857 -0.0144 -0.7978
H -0.889938 -0.453117 -4.848373 -0.0079 0.0092 0.0085 0.2092
H -0.233348 -2.530515 -6.001761 -0.0005 0.0083 -0.0082 0.1862
H -0.102761 -4.681931 -4.740710 -0.0084 0.0042 0.0002 0.1874
H -0.666415 -4.688760 -2.339129 0.0000 0.0143 0.0162 0.1845
H -1.311107 -3.778705 -0.419907 0.0131 -0.0214 -0.0387 0.1242
H -3.263221 -2.023785 1.475058 -0.0198 -0.0207 -0.0167 0.1770
H -1.940393 -3.209560 1.583280 0.0219 -0.0239 -0.0113 0.1610
H -1.769814 -1.415308 3.320724 -0.0234 0.0218 0.0192 0.1482
H -0.363448 -1.420244 2.203612 -0.0065 -0.0039 -0.0335 0.2867
H -2.124248 0.740940 3.778846 -0.0218 0.0353 0.0166 0.1253
H -2.540468 2.806463 4.503514 0.0086 -0.0143 -0.0128 0.1844
H -3.063230 5.204777 4.250565 -0.0019 -0.0011 -0.0032 0.1873
H -3.121058 6.186135 1.953096 -0.0086 0.0008 -0.0104 0.1857
H -2.659674 4.770327 -0.011963 0.0106 -0.0022 -0.0014 0.2003
O 1.598145 -1.471243 1.576008 -0.0040 0.0764 -0.0699 -0.7608
C 2.059161 -0.663008 0.730847 -0.1276 -0.1747 0.1496 0.5689
N 1.299202 0.138043 -0.104740 -0.1542 0.1905 -0.2014 -0.8229
C 2.096833 0.917897 -0.933794 0.0064 0.0718 0.0139 0.5650
O 1.640795 1.733350 -1.759629 -0.0137 -0.0465 0.0230 -0.7151
C 3.470909 0.597240 -0.613625 0.0428 -0.0747 0.0696 -0.2172
C 4.688883 1.059585 -1.113149 0.0516 -0.0402 0.0507 -0.1686
C 5.866536 0.566073 -0.582248 -0.0481 -0.0060 -0.0108 -0.3125
C 5.840412 -0.402723 0.464417 -0.0487 0.0277 -0.0147 -0.3033
C 4.639693 -0.870244 0.963043 0.0989 -0.0085 -0.0249 -0.2037
C 3.444088 -0.383082 0.430392 0.0360 0.1021 -0.0982 -0.1501
H 4.701793 1.797131 -1.909022 -0.0057 0.0050 0.0024 0.1973
H 6.821103 0.913639 -0.964938 -0.0002 0.0026 0.0111 0.1750
H 6.776611 -0.771122 0.872033 0.0021 -0.0096 -0.0025 0.1747
H 4.621363 -1.608157 1.758840 -0.0310 0.0009 -0.0028 0.1965
```
Forces are in eV/Å.

Results
Relative energy (zero: lowest compared OMol25 entry of this formula, charge and spin), kJ/mol: 0.00
Multiplicity: 2
Gap between HOMO and LUMO (alpha / beta), Eh: 0.1391 / 0.2628
Max |F|, eV/A: 0.68
HOMO energy (alpha / beta), eV: 1.167 / -2.199
Net charge: -2

---

(2)
The following is a DFT calculation (ωB97M-V/def2-TZVPD) of C43H39Cl60O8PS as an isolated structure at a distorted geometry.

XYZ file:
```
152
Properties=species:S:1:pos:R:3:forces:R:3:mulliken_charge:R:1
C 5.465705 -0.990557 2.879793 -0.8454 -0.6493 -1.5391 0.1601
C 4.263132 -0.842987 2.669588 0.0196 -0.6216 -2.3472 -1.3019
C 2.841190 -0.635224 2.078448 -0.9439 0.0298 0.9956 0.6775
C 1.733250 -0.971224 3.047955 -0.4447 1.1519 -2.6597 -0.9131
C 0.281603 -0.798871 2.688983 2.8307 -0.2403 -1.6061 0.5737
P -0.975886 -1.245128 4.001690 -1.1167 0.4794 -0.2952 0.2555
C -0.178273 -2.028027 5.518073 0.5077 -0.6301 0.2152 -1.0555
C -2.111860 -2.629847 3.325830 -0.7885 -0.0944 0.4382 -0.5059
C -3.538647 -2.342448 4.038968 1.2788 0.2423 -0.2943 -0.4524
C -0.012617 -0.241843 1.317882 1.6017 -0.2698 0.2892 -0.3524
C 1.116390 0.104324 0.334111 -0.2414 -0.7199 1.7630 -0.1064
C 2.592813 -0.100741 0.665792 -2.4947 -0.5431 1.7584 0.0407
C 3.738855 0.253273 -0.333847 0.2760 -0.1278 -0.3597 -0.4480
C 5.066511 -0.617247 -0.290675 1.0551 1.2835 0.3022 -0.2729
C 5.783459 -0.454212 -1.709990 -0.6431 0.1606 0.4737 0.0170
C 7.347959 -0.751581 -1.714056 -0.1453 0.0020 -0.7482 0.3380
C 7.886650 -1.536341 -0.432641 -1.0425 0.5157 -0.9424 -0.8402
C 0.620689 0.732653 -1.022625 0.0680 0.9991 -0.9771 0.1617
O 1.367411 1.296371 -1.833720 -0.8965 -1.2931 1.7447 -0.7192
C -0.917671 0.812184 -1.432038 -1.5005 -0.4307 0.4103 0.5723
C -1.288365 1.297118 -2.907432 1.6549 0.2466 0.1244 -0.9368
C -0.873396 0.233298 -4.033600 0.7775 -0.2523 -0.2681 -0.8268
C -0.964660 -1.277045 -3.549399 -0.7827 -0.1379 -0.0663 -0.0264
C -1.058719 -2.342070 -4.750290 -0.3997 1.0168 1.1358 -0.4309
S 0.542357 -3.184891 -5.118836 1.9873 -3.3194 -2.3812 1.2754
O 0.607261 -4.566134 -4.615598 -0.6242 2.9359 0.6169 -0.6502
O 0.818394 -3.164916 -6.565244 -0.8164 1.3559 2.0218 -0.6639
O 1.807677 -2.358252 -4.393207 -1.6879 -0.0452 -0.7658 -0.4794
C -1.934569 0.511066 -0.545023 1.7524 -0.1671 0.3352 1.4980
C -3.490455 0.669126 -0.873340 1.2325 -0.5083 -0.1140 -1.5500
O -3.832826 2.045151 -1.087024 0.2434 -0.4107 0.8595 -0.2882
C -3.783767 2.829854 0.103137 -0.1646 1.2769 0.9747 -0.3137
O -3.592239 4.209936 -0.267383 0.6723 -1.7773 -0.0599 -0.1469
C -2.307028 4.407049 -0.895675 0.6972 1.2836 -0.7968 0.7077
C -1.304847 5.386513 -0.109171 0.9794 -1.1966 -0.2078 -0.5845
O -1.105874 6.626184 -0.827728 -0.1635 -0.2910 0.3972 -0.5308
C -1.514742 0.014042 0.903640 -1.0593 0.5680 -0.2967 0.3113
O -2.462636 -0.105693 1.688405 2.0939 -0.2223 -0.7269 -0.4984
H 6.581210 -1.090490 2.849126 -1.8633 0.0472 0.4282 0.4664
H 1.991229 -1.354932 4.085044 -0.1827 0.5793 -1.6337 0.3671
H 0.126565 -1.218633 6.256583 -0.1494 -1.0074 -1.1139 0.3292
H 0.676362 -2.729753 5.268839 -0.8161 0.8131 0.4905 0.3097
H -0.962756 -2.652556 6.063987 0.8024 0.8544 -0.9549 0.3337
H -2.260248 -2.550584 2.206368 0.4783 -0.1957 1.3426 0.1596
H -1.738149 -3.656218 3.637344 -0.3029 1.1960 -0.6019 0.4781
H -3.329257 -2.270947 5.155966 -0.6461 -0.1697 -1.3152 0.3823
H -3.851028 -1.316279 3.667225 0.0440 -1.3349 0.5507 0.1506
H -4.294014 -3.152837 3.800958 0.8602 1.0353 0.3508 -0.0900
H 3.427153 0.209901 -1.431983 -0.2655 0.1258 1.7566 0.3131
H 4.038968 1.341002 -0.144650 -0.4602 -1.3442 -0.2585 0.1747
H 5.765758 -0.118622 0.462634 -0.9866 -0.8068 -0.9021 0.0005
H 4.946104 -1.682956 0.054568 -0.1423 1.0886 -0.6077 0.4975
H 5.640056 0.642400 -1.999195 0.0887 -1.4667 0.2158 0.2135
H 5.185230 -1.084605 -2.452517 0.9961 0.7385 0.7646 -0.0537
H 7.569473 -1.331376 -2.671371 -0.1414 0.6413 1.4739 0.0292
H 7.877004 0.250461 -1.859380 -0.5722 -1.5069 0.4576 -0.3720
H 7.820202 -0.827391 0.442613 0.5376 -0.8825 -0.7813 0.1334
H 8.928276 -1.903384 -0.664551 -1.1541 0.3253 0.6774 0.4436
H 7.151388 -2.381585 -0.215869 1.2708 0.8193 -0.2777 0.0440
H -0.660269 2.229199 -3.109288 -0.8289 -1.1536 0.2825 0.4178
H -2.359711 1.625057 -3.010083 1.0800 -0.6540 0.4229 0.4914
H -1.494196 0.422263 -4.975305 0.5641 -0.4245 1.3771 0.4603
H 0.205054 0.396621 -4.379074 -1.3555 0.0418 0.6421 0.2000
H -0.108407 -1.591969 -2.881822 -0.8844 0.6607 -0.6481 0.1933
H -1.911417 -1.376601 -2.919976 1.1432 -0.0557 -0.8504 0.0356
H -1.368348 -1.818065 -5.699367 0.4176 -0.8410 0.8834 0.3311
H -1.817698 -3.127316 -4.432441 1.2847 0.6611 -0.7912 0.1813
H 2.089984 -1.650165 -5.018738 -0.2586 -0.6106 0.3700 0.3216
H -3.687903 0.126061 -1.846430 0.3936 0.8023 1.1352 0.3569
H -4.158827 0.196364 -0.100893 1.0941 0.5497 -0.5480 0.1387
H -2.948298 2.578551 0.824815 -0.5883 -0.3724 -1.0235 0.2820
H -4.751976 2.762117 0.707196 1.0648 0.1780 -1.0564 0.2413
H -1.735291 3.458405 -1.120099 -1.0096 0.7400 0.4286 -0.5221
H -2.511971 4.920614 -1.896752 0.3369 -0.6870 1.2764 0.2068
H -1.609028 5.535843 0.973681 0.0532 0.1581 -1.4048 0.2016
H -0.280790 4.878025 -0.076620 -1.3590 0.4095 0.1014 0.3307
H -0.210963 6.669500 -1.209812 -0.6822 -0.2576 0.4338 0.3084
C -5.597660 6.811691 1.119962 0.1866 -0.1631 -0.2033 0.2822
Cl -6.838108 6.319431 -0.050100 0.2245 0.0436 0.0761 -0.0713
Cl -4.119150 7.260456 0.252699 -0.2601 0.0964 0.1885 -0.0967
Cl -6.182447 8.206612 2.057854 0.6739 0.2889 -0.3126 -0.1319
Cl -5.252150 5.462995 2.222834 -0.0694 0.2346 -0.0705 -0.0454
C -7.373070 -5.369536 4.041910 -0.0444 0.0969 0.0234 0.2466
Cl -6.092973 -5.289510 5.267773 -0.1629 -0.0234 -0.1697 -0.1043
Cl -6.953020 -4.323243 2.673395 -0.0640 -0.1278 0.1419 0.0398
Cl -7.544078 -7.040828 3.470793 0.8011 0.2216 0.7061 -0.1232
Cl -8.906156 -4.827652 4.750742 0.1948 -0.0924 -0.1151 -0.0860
C -10.936588 -7.491576 0.539060 -0.0514 -0.0959 0.0206 0.2292
Cl -9.653883 -7.422518 1.765646 -0.8546 0.0477 -0.7694 0.0031
Cl -10.505987 -6.440805 -0.825426 -0.0294 -0.1346 0.1495 -0.0362
Cl -11.118926 -9.161103 -0.035393 0.0123 0.2092 0.0528 -0.1035
Cl -12.466094 -6.940136 1.250386 0.1963 -0.0445 -0.0989 -0.0997
C -6.349089 -1.954118 -1.097568 -0.0341 -0.0473 0.0319 -0.0765
Cl -5.516202 -2.020123 0.469610 -0.0476 -0.0064 -0.1118 -0.0213
Cl -5.651775 -3.165929 -2.190068 -0.1437 0.2541 0.1577 0.0278
Cl -8.074580 -2.292698 -0.860389 0.8395 0.0906 0.5982 0.2227
Cl -6.153561 -0.339394 -1.808951 -0.6457 -0.3445 -0.0439 -0.0324
C 6.528741 -3.566452 -4.787716 -0.0593 -0.0521 0.0039 0.2466
Cl 4.776047 -3.564439 -4.521022 0.2235 0.0060 -0.0110 -0.0046
Cl 7.065129 -1.928293 -5.214131 -0.0802 -0.1936 -0.0664 -0.0945
Cl 7.350697 -4.092411 -3.306103 -0.0633 0.0826 -0.2556 -0.0366
Cl 6.923599 -4.680003 -6.111310 -0.0412 0.1417 0.1812 -0.1046
C -9.603041 5.432887 3.114379 -0.0198 0.1013 0.0452 0.2965
Cl -10.641025 5.277229 1.682794 0.1256 0.0039 0.1597 -0.1044
Cl -8.433639 6.742798 2.857447 -0.8283 -0.6292 0.3541 0.0085
Cl -10.604272 5.799923 4.533820 0.0960 -0.0710 -0.1643 -0.1075
Cl -8.733576 3.908954 3.382227 -0.1011 0.1832 -0.0467 -0.0926
C 7.844607 3.736391 -1.853943 0.0387 -0.0593 0.0650 0.1951
Cl 7.811016 3.652632 -3.626560 -0.0092 0.0024 0.2091 -0.0796
Cl 6.219165 3.419355 -1.215756 0.1945 0.0493 -0.0723 -0.0701
Cl 8.974580 2.519894 -1.227301 -0.4179 0.1412 0.1408 -0.0093
Cl 8.370452 5.353474 -1.346012 -0.1543 -0.1727 -0.0952 -0.0668
C 12.657957 4.057759 -1.993737 0.0004 0.0028 -0.0396 0.2812
Cl 12.311766 3.485988 -0.350118 0.0707 0.0857 -0.1998 -0.0409
Cl 11.165773 4.042408 -2.954149 0.5699 0.1449 -0.1195 -0.0447
Cl 13.297094 5.711379 -1.921157 -0.0923 -0.2125 0.0068 -0.1014
Cl 13.858487 2.992087 -2.749645 -0.1569 0.1363 0.0960 -0.0966
C 10.157609 4.565237 3.316089 -0.1624 0.0164 -0.0013 0.2165
Cl 9.484274 4.599165 1.675444 0.1189 0.0173 0.2997 0.0584
Cl 11.737041 5.375745 3.322931 -0.1628 -0.1144 -0.0261 -0.1134
Cl 9.056959 5.403036 4.426301 -0.1500 -0.3496 -0.5145 -0.0500
Cl 10.355484 2.880716 3.839296 -0.0082 0.1981 -0.0606 -0.1062
C -11.714380 -1.536170 0.427856 -0.0158 0.0709 0.0664 0.2473
Cl -10.856135 -1.597185 1.979526 -0.0853 -0.0124 -0.2154 -0.0785
Cl -11.032541 -2.750387 -0.671499 -0.4223 0.0105 0.2265 0.0167
Cl -13.435780 -1.876015 0.688669 0.2408 0.0290 -0.0529 -0.1015
Cl -11.530272 0.076614 -0.287949 0.0027 -0.2286 0.0722 -0.1007
C -5.332311 -4.242148 -6.198888 -0.1202 -0.0264 -0.1076 0.2569
Cl -7.087278 -4.256552 -5.943785 0.2614 0.0318 0.0006 0.0070
Cl -4.804783 -2.593080 -6.592029 -0.0492 -0.1700 0.0806 -0.1076
Cl -4.515619 -4.785158 -4.718841 0.0343 -0.0691 -0.2335 -0.1141
Cl -4.918046 -5.330769 -7.535414 -0.0344 0.1738 0.2238 -0.0883
C 4.602107 1.969384 5.725505 0.3295 0.2631 0.0704 0.2530
Cl 2.843846 2.007825 5.965501 0.2041 -0.0388 -0.0732 -0.1176
Cl 5.178602 3.599476 5.312453 -0.0750 -0.1167 0.0866 -0.0980
Cl 5.391738 1.424949 7.220793 -0.1046 0.0749 -0.1460 -0.1253
Cl 4.991367 0.840672 4.399166 -0.5843 1.4801 1.6359 -0.0401
C 10.292383 7.772762 7.603365 0.1083 -0.0365 0.0055 0.3241
Cl 11.079186 7.688912 9.191733 -0.1219 0.0235 -0.1868 -0.1024
Cl 11.008625 6.563895 6.521937 0.2013 0.4213 0.5263 -0.0321
Cl 8.556827 7.446999 7.784866 0.1943 0.0253 -0.0392 -0.1014
Cl 10.521223 9.391841 6.914648 -0.0400 -0.2107 0.0852 -0.0972
C 5.519054 -7.105240 -0.884986 -0.0369 -0.0374 -0.0710 0.2716
Cl 5.425971 -7.210246 -2.653013 -0.0009 0.0170 0.2543 -0.0703
Cl 3.916045 -7.410581 -0.189214 0.2187 0.0539 -0.0874 -0.0979
Cl 6.667286 -8.315204 -0.279552 -0.1387 0.1650 -0.0701 -0.0985
Cl 6.067433 -5.483445 -0.416058 -0.0848 -0.1926 0.0314 -0.0229
C -10.416507 -2.198708 -4.728859 0.0912 0.1292 -0.1005 0.1893
Cl -9.126382 -2.094075 -3.513382 -0.5892 -0.0335 -0.7202 0.1381
Cl -10.012870 -1.162897 -6.112656 -0.0528 -0.1461 0.1458 -0.1035
Cl -10.577380 -3.880385 -5.275969 0.0167 0.1666 0.0757 -0.1030
Cl -11.948545 -1.660496 -4.015287 0.2123 -0.0733 -0.1198 -0.0860
```
Forces are in eV/Å.

Results
Multiplicity: 1
Gap between HOMO and LUMO, Eh: 0.2384
Max |F|, eV/A: 4.54
HOMO energy, eV: -8.120
Net charge: 0

---

- Among the records above, which one has the highest multiplicity?
  C24H18HgN3O4

---

- Among the records above, which one has the lowest multiplicity?
  C43H39Cl60O8PS

---

- What is the net charge in the first record?
  -2

---

- Look up the max |F| of the first one.
  0.68 eV/A